Model 1:
DFT (the ωB97M-V functional and the def2-TZVPD basis) results for one molecule with the formula H6N3OP.

Summary:
Frontier orbital gap in eV: 10.57
HOMO level in eV: -10.0

```
! RIJCOSX wB97M-V def2-TZVPD def2/J DEFGRID3
* xyz 0 1
P 0.2852 0.0118 0.4470
O 1.1794 0.3313 1.5845
N -1.2300 0.6817 0.5729
N 0.1410 -1.6511 0.0891
N 0.7853 0.8383 -0.9315
H -0.2186 -1.9127 -0.7416
H -1.3752 1.5825 1.1917
H -0.3884 -2.2142 0.8286
H -1.3532 0.9458 -0.3774
H 0.3750 0.4052 -1.7233
H 1.7994 0.9815 -0.9398
*
```

Computed Mulliken charges, given in elementary charges: 0.757 -0.653 -0.614 -0.526 -0.566 0.234 0.301 0.266 0.301 0.245 0.254

---

Model 2:
DFT (the ωB97M-V functional and the def2-TZVPD basis) results for a 2-piece molecular cluster, H6N3OP overall.

Summary:
Frontier orbital gap (spin up / spin down) in eV: 7.86 / 7.46
HOMO level (spin up / spin down) in eV: -8.8 / -8.4

```
! RIJCOSX wB97M-V def2-TZVPD def2/J DEFGRID3
* xyz 0 1
P 0.3573 -0.0922 0.1937
O -2.4543 -0.4676 0.0520
N 0.0849 1.5400 0.3969
N 0.5860 -0.3714 -1.4200
N 1.3344 -1.0872 0.9073
H 1.8286 -0.7963 1.7496
H -2.4501 -0.6680 0.9476
H 1.3015 -1.0772 -1.5034
H -0.5440 1.8197 1.0989
H 0.1814 1.9390 -0.5121
H -0.2257 -0.7389 -1.9105
*
```

Computed Mulliken charges, given in elementary charges: 0.743 -0.797 -0.417 -0.588 -0.583 0.255 0.232 0.307 0.285 0.274 0.289

---

In terms of stability, model 1 leads; the second structure lies 0.1578 hartree higher.

---

Model 1:
DFT (the ωB97M-V functional and the def2-TZVPD basis) results for CHClF2OS2 as an isolated structure.

Summary:
Frontier orbital gap (spin up / spin down) in eV: 6.24 / 6.25
HOMO level (spin up / spin down) in eV: -9.3 / -9.3

```
! RIJCOSX wB97M-V def2-TZVPD def2/J DEFGRID3
* xyz 0 1
Cl 3.5792 -1.4446 -0.4965
S 2.3880 0.1500 0.0432
S -0.0656 1.2829 -0.2457
F -0.5122 -0.9414 1.2446
F -2.1733 0.4336 1.1171
O -0.4479 1.3578 -1.6415
C -1.1747 -0.1346 0.4110
H -1.5935 -0.7037 -0.4322
*
```

Computed Mulliken charges, given in elementary charges: -0.152 0.007 0.397 -0.181 -0.214 -0.391 0.314 0.221

---

Model 2:
DFT (the ωB97M-V functional and the def2-TZVPD basis) results for one molecule with the formula CHClF2OS2.

Summary:
Frontier orbital gap (spin up / spin down) in eV: 7.60 / 7.60
HOMO level (spin up / spin down) in eV: -10.4 / -10.4

```
! RIJCOSX wB97M-V def2-TZVPD def2/J DEFGRID3
* xyz 0 1
Cl -1.1401 2.3349 -0.5114
S -1.1081 -0.2862 2.2307
S -0.0371 0.4603 0.8579
F 0.0174 -2.0242 -0.5121
F -0.5942 -0.1891 -1.6385
O 1.2781 0.9725 1.2628
C 0.2465 -0.7535 -0.7935
H 1.3375 -0.5147 -0.8959
*
```

Computed Mulliken charges, given in elementary charges: -0.298 -0.147 0.574 -0.151 -0.147 -0.453 0.350 0.272

---

In terms of stability, model 2 leads; the second structure lies 0.0096 hartree higher.

---

Model 1:
DFT (the ωB97M-V functional and the def2-TZVPD basis) results for a 2-piece molecular cluster, C7H16N2O2 overall.

Summary:
Frontier orbital gap in eV: 9.39
HOMO level in eV: -8.5

```
! RIJCOSX wB97M-V def2-TZVPD def2/J DEFGRID3
* xyz 0 1
O 3.7605 -1.3969 -0.3106
O 1.4920 -1.2665 -0.6392
N -2.5615 1.2124 0.5372
N -4.8729 1.8653 0.6540
C -3.9225 1.0787 0.2755
C -0.3222 1.4563 -0.2377
C -4.2900 -0.1401 -0.4595
C 2.6910 -0.5245 -0.5651
C -1.4331 0.7078 -0.1264
C 1.1657 -1.7963 0.6386
C 4.9716 -0.6822 -0.1689
H -0.3564 2.4725 0.1237
H -3.6717 -0.9722 -0.1075
H 2.6496 0.2544 0.2169
H -2.3348 2.1081 0.9876
H 5.7403 -1.4365 -0.0229
H 0.5940 1.0562 -0.6687
H 5.2216 -0.0611 -1.0323
H 1.9543 -2.4562 1.0019
H -1.5296 -0.3142 -0.4872
H 1.0012 -1.0180 1.3791
H 4.9481 -0.0409 0.7287
H -4.4763 2.6656 1.1579
H -5.3528 -0.3807 -0.3229
H -4.1184 -0.0161 -1.5403
H 0.2326 -2.3678 0.4957
H 2.8197 -0.0068 -1.5074
*
```

Computed Mulliken charges, given in elementary charges: -0.334 -0.350 -0.199 -0.696 0.718 -0.948 -1.043 -0.479 0.193 -0.719 -0.718 0.195 0.328 0.423 0.184 0.238 0.244 0.306 0.342 0.299 0.325 0.312 0.196 0.300 0.248 0.200 0.436

---

Model 2:
DFT (the ωB97M-V functional and the def2-TZVPD basis) results for a 2-piece molecular cluster, C7H16N2O2 overall.

Summary:
Frontier orbital gap in eV: 9.57
HOMO level in eV: -8.8

```
! RIJCOSX wB97M-V def2-TZVPD def2/J DEFGRID3
* xyz 0 1
O -3.4533 0.9818 -0.2125
O 2.2013 -2.4987 -0.3531
N -1.1703 0.4620 -0.1649
N 1.5907 -1.1811 -2.0359
C -2.9197 -0.5732 1.5067
C 3.3545 -0.3984 -0.4332
C -0.3690 1.3960 0.6467
C 0.1043 0.6781 1.9172
C -0.9219 0.4012 -1.5890
C 2.2784 -1.3717 -0.7766
C -2.5796 0.3372 0.2896
H -0.8706 2.3381 0.9704
H -3.9700 -0.2274 1.6551
H 0.0026 0.6122 -2.0988
H -1.5754 1.0821 -2.0757
H -2.4708 -0.3033 2.4486
H 0.9885 1.2528 2.2039
H -0.5990 0.5796 2.6941
H 4.1572 -0.9640 0.0557
H 0.4160 1.8751 0.0530
H 3.7828 -0.0906 -1.4152
H 1.0508 -0.3420 -2.1535
H 3.0068 0.5883 -0.0405
H -2.6719 -1.5981 1.2209
H 1.2156 -2.0139 -2.4506
H 0.5354 -0.3568 2.1641
H -1.1137 -0.6653 -2.0265
*
```

Computed Mulliken charges, given in elementary charges: -0.531 -0.610 0.296 -0.483 -0.986 -0.956 -0.409 -1.330 -1.419 0.749 0.308 0.250 0.344 0.616 0.491 0.296 0.376 0.451 0.308 0.484 0.328 0.101 0.231 0.258 0.218 0.264 0.352

---

In terms of stability, model 1 leads; the second structure lies 0.0241 hartree higher.

---

Model 1:
DFT (the ωB97M-V functional and the def2-TZVPD basis) results for a 4-piece molecular cluster, C2H14NO3 overall.

Summary:
Frontier orbital gap in eV: 12.23
HOMO level in eV: -15.0

```
! RIJCOSX wB97M-V def2-TZVPD def2/J DEFGRID3
* xyz 1 1
O 1.4703 -0.7611 1.0782
O -0.3685 2.8795 -0.6294
O 0.1612 0.6963 2.9227
N 0.2320 -1.3100 -1.1533
C -0.9380 -1.5510 -0.2867
C -0.0160 -0.1082 -1.9862
H 0.2042 3.5964 -0.3282
H -1.0637 0.0818 -2.1826
H -1.8133 -1.9136 -0.8256
H 0.9664 -0.2704 1.7523
H 0.3340 0.7856 -1.4669
H -0.1192 0.2033 3.7127
H -0.7772 -2.3749 0.4227
H 2.4029 -0.6108 1.2700
H 0.4711 -0.1668 -2.9548
H 0.3314 -2.1716 -1.6866
H -1.2535 3.2665 -0.5633
H -1.1486 -0.7487 0.4133
H 1.0784 -1.1410 -0.5208
H -0.1537 1.6189 3.0126
*
```

Computed Mulliken charges, given in elementary charges: -0.661 -0.597 -0.655 -0.034 -1.073 -0.776 0.310 0.330 0.419 0.378 0.267 0.316 0.382 0.303 0.358 0.354 0.298 0.394 0.375 0.313

---

Model 2:
DFT (the ωB97M-V functional and the def2-TZVPD basis) results for a 4-piece molecular cluster, C2H14NO3 overall.

Summary:
Frontier orbital gap in eV: 12.28
HOMO level in eV: -15.4

```
! RIJCOSX wB97M-V def2-TZVPD def2/J DEFGRID3
* xyz 1 1
O 1.2779 0.6566 1.2929
O -0.8177 2.4201 -0.6111
O -1.3277 1.4581 1.6651
N 0.5551 -0.9068 -0.6754
C -0.6874 -1.5784 -0.0461
C 1.2979 -1.7459 -1.6359
H 1.2257 -0.5711 0.1385
H -1.1722 2.9704 0.0593
H 2.2389 -1.3073 -1.5652
H 1.0082 -1.7778 -2.7181
H 1.9239 1.4693 1.4806
H 0.5297 0.9029 1.8303
H -1.0103 -1.0331 0.8548
H 1.1164 -2.8132 -1.2939
H -1.0162 2.3561 1.3953
H -1.6717 1.6487 2.5073
H -1.4752 -1.5856 -0.8466
H -1.6328 2.0713 -0.9744
H -0.5180 -2.6772 0.1272
H 0.1556 0.0429 -0.9846
*
```

Computed Mulliken charges, given in elementary charges: -0.710 -0.613 -0.562 -0.171 -0.822 -0.709 0.465 0.277 0.369 0.300 0.352 0.348 0.239 0.251 0.313 0.274 0.381 0.329 0.360 0.328

---

Model 3:
DFT (the ωB97M-V functional and the def2-TZVPD basis) results for a 4-piece molecular cluster, C2H14NO3 overall.

Summary:
Frontier orbital gap in eV: 10.52
HOMO level in eV: -13.8

```
! RIJCOSX wB97M-V def2-TZVPD def2/J DEFGRID3
* xyz 1 1
O 2.5646 -0.4609 1.7682
O 1.9376 -3.0369 -3.9494
O 0.7500 1.6843 2.5027
N -1.1439 0.1960 1.1412
C -2.1120 1.1793 -0.8875
C -1.2073 -0.0451 -0.3102
H -2.2057 1.1908 -2.0954
H 1.8535 -2.5661 -4.7990
H -3.1486 0.9947 -0.7083
H 2.7445 -0.9345 0.9817
H -0.8602 -0.5870 1.7390
H 3.2913 -0.8891 2.2936
H -1.8778 2.1408 -0.6139
H -0.2379 -0.1686 -0.7460
H -2.0932 0.4659 1.3816
H 1.4778 1.1468 2.7646
H 1.2298 2.4683 2.1115
H 1.1094 -2.7713 -3.3895
H -0.3737 0.9871 1.2762
H -1.6982 -0.9942 -0.4612
*
```

Computed Mulliken charges, given in elementary charges: -0.611 -0.642 -0.707 -0.275 -1.199 -0.419 0.305 0.335 0.409 0.298 0.343 0.322 0.425 0.348 0.351 0.325 0.361 0.308 0.362 0.361

---

In terms of stability, model 1 leads; the second structure lies 0.0413 hartree higher.

---

Model 1:
DFT (the ωB97M-V functional and the def2-TZVPD basis) results for one molecule with the formula C9H15NO3.

Summary:
Frontier orbital gap in eV: 8.96
HOMO level in eV: -9.1

```
! RIJCOSX wB97M-V def2-TZVPD def2/J DEFGRID3
* xyz 0 1
O -1.0274 -2.1232 -1.2769
O -2.7424 -0.9981 -1.2546
O 0.8269 -0.3745 1.5179
N -1.5884 -1.0995 -0.9483
C 1.6076 -0.3222 -0.8148
C 1.1421 -0.1753 -2.1720
C 0.7038 -0.2378 0.1363
C -0.9918 -0.0901 -0.2096
C -3.0700 1.2581 0.2819
C -1.5988 0.9791 0.3494
C -0.8229 2.0095 0.9574
C 0.8744 -1.6427 2.1004
C 3.0905 -0.3707 -0.4900
H 3.5252 0.1339 -1.3735
H -0.5762 2.8737 0.3096
H -3.6307 0.4064 0.8276
H 0.0934 1.5788 1.3514
H 3.2916 0.1730 0.4025
H 1.9083 0.1540 -2.8599
H 1.0483 -1.5074 3.1951
H -1.2657 2.4007 1.7916
H 0.6702 -1.1174 -2.7219
H 1.7109 -2.3575 1.7690
H -3.3964 1.2414 -0.7817
H -3.3257 2.2316 0.6178
H 3.3946 -1.3264 -0.2787
H -0.1419 -2.1102 1.9461
H 0.2906 0.4126 -2.3723
*
```

Computed Mulliken charges, given in elementary charges: -0.621 -0.666 -0.509 0.999 1.170 -1.743 0.307 -0.196 -1.329 1.247 -1.579 -0.671 -1.414 0.388 0.272 0.276 0.234 0.363 0.418 0.262 0.580 0.244 0.222 0.297 0.447 0.339 0.272 0.388

---

Model 2:
DFT (the ωB97M-V functional and the def2-TZVPD basis) results for one molecule with the formula C9H15NO3.

Summary:
Frontier orbital gap in eV: 8.65
HOMO level in eV: -8.2

```
! RIJCOSX wB97M-V def2-TZVPD def2/J DEFGRID3
* xyz 0 1
O -2.2059 -2.5322 1.4311
O -0.3742 -0.4164 -1.7901
O 2.6456 -0.9853 1.4645
N -0.3222 0.1127 -0.3599
C 2.6198 0.7484 -0.5038
C -2.5203 -1.6974 0.6770
C 0.5954 -0.1101 0.4606
C -1.7271 0.9296 1.5119
C -1.7351 0.5511 0.1113
C -2.6182 -0.6772 -0.1085
C 2.2129 -1.7264 -0.7010
C 1.9789 -0.4858 0.1333
C -1.9471 1.7740 -0.6773
H 3.0081 1.4269 0.3333
H -2.7719 2.4605 -0.2991
H -2.6937 1.0061 1.9330
H 2.4179 -0.4394 2.2506
H -2.1519 1.7679 -1.7069
H 3.2886 -2.0173 -0.3875
H 2.0355 -1.6447 -1.7130
H -1.1228 2.4346 -0.4820
H 1.6995 -2.5466 -0.3359
H 3.5473 0.5232 -1.1084
H 1.9419 1.3096 -1.1364
H -3.1321 -0.6770 -1.0890
H -1.3271 1.9088 1.6705
H -0.1926 -1.3655 -1.8265
H -1.1490 0.3678 2.2484
*
```

Computed Mulliken charges, given in elementary charges: -0.412 -0.534 -0.585 0.506 -1.364 0.726 -1.161 -1.932 1.755 -1.193 -2.063 2.181 -1.781 0.309 0.355 0.447 0.335 0.416 0.396 0.503 0.437 0.510 0.321 0.300 0.329 0.509 0.343 0.345

---

In terms of stability, model 2 leads; the second structure lies 0.0090 hartree higher.